Entry 1:
This record from the OMol25 dataset describes a 2-piece molecular cluster, C9H14O overall in a non-equilibrium geometry. The level of theory is ωB97M-V/def2-TZVPD.

```
24
Properties=species:S:1:pos:R:3
C 1.189 1.303 0.911
C 0.771 -0.128 1.004
C 0.494 -0.803 2.203
C 0.350 -2.156 2.363
C 0.398 -2.934 1.149
O 0.185 -4.255 1.419
C 0.876 -2.347 0.034
C 1.009 -0.941 -0.097
H 2.175 1.374 1.375
H 0.547 2.138 1.181
H 1.464 1.468 -0.137
H 0.554 -0.176 3.089
H 0.185 -2.456 3.386
H -0.136 -4.831 0.687
H 1.187 -3.039 -0.748
H 1.238 -0.627 -1.110
C -2.229 2.337 -2.415
C -0.868 2.314 -1.746
H -2.091 2.386 -3.488
H -2.974 1.651 -2.017
H -2.804 3.258 -2.207
H -0.219 3.065 -2.173
H -0.482 1.295 -1.982
H -0.817 2.102 -0.679
```

Summary:
- Lowest unoccupied orbital energy: 0.824 eV
- Net charge: 0
- ΔE to the lowest compared entry with this formula, charge and spin: 1.424 eV
- Molecular weight: 138.21 g mol⁻¹
- SMILES: Cc1ccc(O)cc1.CC
- Maximum force: 4.022 eV/Å
- Energy: -426.52044 Eh
- Kohn-Sham gap: 9.28 eV

Löwdin atomic charge list, values in e, 2 entries:
1. C -0.07
2. C -0.29

***

Entry 2:
This record from the OMol25 dataset describes a 2-piece molecular cluster, C9H14O2 overall in a non-equilibrium geometry. The level of theory is ωB97M-V/def2-TZVPD.

```
25
Properties=species:S:1:pos:R:3
C -1.716 -1.799 -2.409
C -1.371 -1.034 -1.160
C -0.119 -1.302 -0.582
C 0.041 -0.966 0.746
C -0.903 -0.244 1.447
O -0.681 0.366 2.649
C -2.157 -0.030 0.905
C -2.385 -0.426 -0.412
H -1.489 -1.305 -3.362
H -2.773 -2.045 -2.516
H -1.121 -2.706 -2.514
H 0.697 -1.715 -1.160
H 0.960 -1.196 1.246
H 0.109 0.074 3.117
H -2.944 0.465 1.450
H -3.255 -0.210 -1.016
C 2.727 0.509 0.436
C 2.667 1.987 0.046
O 2.362 2.150 -1.371
H 3.650 0.161 -0.022
H 1.790 0.097 0.043
H 2.648 0.443 1.515
H 1.820 2.469 0.532
H 3.554 2.613 0.065
H 2.069 1.330 -1.782
```

Summary:
- Lowest unoccupied orbital energy: 0.683 eV
- Net charge: 0
- ΔE to the lowest compared entry with this formula, charge and spin: 1.948 eV
- Molecular weight: 154.21 g mol⁻¹
- SMILES: Cc1ccc(O)cc1.CCO
- Maximum force: 2.098 eV/Å
- Energy: -501.76454 Eh
- Kohn-Sham gap: 9.13 eV

Löwdin atomic charge list, values in e, 2 entries:
1. C -0.07
2. C -0.27

***

Question: Among the records above, which one has the lowest ΔE to the lowest compared entry with this formula, charge and spin?
Answer: C9H14O

***

Question: Which of these has the lowest energy?
Answer: C9H14O2

***

Question: The lowest molecular weight belongs to which entry?
Answer: C9H14O

***

Question: Which of these has the highest maximum force?
Answer: C9H14O